Entry 1:
{
  "formula": "C26H71N5O13PS10",
  "method": "ωB97M-V/def2-TZVPD",
  "symbols": ["C", "C", "O", "N", "C", "C", "C", "C", "N", "C", "N", "P", "O", "O", "S", "N", "C", "N", "O", "H", "H", "H", "H", "H", "H", "H", "H", "H", "H", "H", "H", "H", "H", "H", "H", "H", "C", "S", "O", "C", "H", "H", "H", "H", "H", "H", "C", "S", "O", "C", "H", "H", "H", "H", "H", "H", "C", "S", "O", "C", "H", "H", "H", "H", "H", "H", "C", "S", "O", "C", "H", "H", "H", "H", "H", "H", "C", "S", "O", "C", "H", "H", "H", "H", "H", "H", "C", "S", "O", "C", "H", "H", "H", "H", "H", "H", "C", "S", "O", "C", "H", "H", "H", "H", "H", "H", "C", "S", "O", "C", "H", "H", "H", "H", "H", "H", "C", "S", "O", "C", "H", "H", "H", "H", "H", "H"],
  "coordinates": [[8.609, -2.559, 1.554], [7.285, -1.993, 2.011], [6.637, -2.571, 2.862], [6.881, -0.806, 1.357], [5.569, -0.347, 1.821], [4.922, 0.475, 0.674], [4.112, -0.464, -0.242], [2.585, -0.386, -0.054], [2.086, -1.195, 1.067], [1.517, -2.420, 1.262], [1.179, -3.331, 0.308], [1.277, -3.293, -1.376], [0.275, -2.182, -1.874], [0.587, -4.649, -1.845], [3.031, -3.189, -2.143], [1.305, -2.654, 2.541], [1.702, -1.569, 3.202], [2.153, -0.703, 2.316], [2.621, 0.540, 2.621], [8.476, -3.265, 0.736], [9.132, -3.007, 2.389], [9.229, -1.749, 1.170], [6.738, -1.087, 0.388], [4.890, -1.189, 1.995], [5.673, 0.257, 2.718], [4.352, 1.315, 1.056], [5.745, 0.868, 0.080], [4.276, -0.140, -1.269], [4.467, -1.491, -0.166], [2.096, -0.574, -0.998], [2.373, 0.654, 0.187], [0.786, -4.177, 0.699], [0.694, -1.729, -2.623], [1.171, -5.368, -1.560], [1.671, -1.378, 4.260], [2.881, 0.548, 3.552], [-1.730, -0.637, -0.204], [-2.238, 0.920, -0.942], [-1.179, 1.913, -0.602], [-3.630, 1.229, 0.142], [-0.835, -0.964, -0.736], [-1.504, -0.482, 0.855], [-2.518, -1.382, -0.316], [-3.294, 1.259, 1.180], [-4.374, 0.444, 0.011], [-4.071, 2.189, -0.127], [-0.393, -4.875, 3.941], [-1.553, -5.097, 5.298], [-0.868, -4.630, 6.533], [-1.499, -6.893, 5.306], [-0.249, -3.814, 3.797], [0.561, -5.344, 4.187], [-0.808, -5.314, 3.032], [-0.474, -7.233, 5.465], [-1.884, -7.270, 4.358], [-2.129, -7.245, 6.120], [-4.944, 5.770, 0.011], [-6.412, 5.080, -0.766], [-6.347, 3.597, -0.594], [-5.925, 5.443, -2.452], [-5.017, 5.616, 1.085], [-4.053, 5.267, -0.370], [-4.891, 6.838, -0.198], [-4.972, 4.961, -2.671], [-5.842, 6.523, -2.579], [-6.691, 5.060, -3.122], [3.762, -7.180, 7.779], [2.272, -7.840, 8.539], [1.484, -8.496, 7.462], [1.500, -6.251, 8.854], [4.378, -8.018, 7.461], [3.495, -6.571, 6.915], [4.308, -6.583, 8.510], [1.380, -5.711, 7.914], [2.112, -5.675, 9.549], [0.522, -6.428, 9.296], [-1.911, -6.068, -5.572], [-1.609, -4.537, -4.679], [-2.392, -3.470, -5.349], [0.102, -4.353, -5.208], [-2.950, -6.348, -5.416], [-1.728, -5.915, -6.635], [-1.259, -6.850, -5.182], [0.149, -4.315, -6.296], [0.692, -5.189, -4.832], [0.488, -3.423, -4.795], [10.797, -0.335, 4.177], [9.403, 0.766, 3.909], [9.162, 0.824, 2.443], [10.260, 2.276, 4.373], [10.489, -1.342, 3.905], [11.635, -0.025, 3.552], [11.080, -0.313, 5.230], [11.133, 2.414, 3.734], [10.561, 2.215, 5.419], [9.573, 3.109, 4.239], [-2.026, 4.606, 4.270], [-3.620, 4.859, 3.475], [-4.304, 5.958, 4.196], [-4.353, 3.314, 4.032], [-1.413, 5.485, 4.082], [-2.166, 4.480, 5.343], [-1.544, 3.727, 3.842], [-4.340, 3.272, 5.121], [-3.794, 2.477, 3.612], [-5.380, 3.281, 3.675], [-7.500, 4.902, -7.689], [-8.554, 4.805, -6.242], [-7.730, 5.215, -5.068], [-8.670, 3.012, -6.202], [-7.267, 5.945, -7.874], [-6.578, 4.349, -7.513], [-8.027, 4.496, -8.552], [-7.672, 2.581, -6.120], [-9.162, 2.662, -7.109], [-9.263, 2.730, -5.334], [-4.934, 8.509, -9.610], [-6.401, 7.813, -10.380], [-6.338, 6.339, -10.192], [-5.906, 8.153, -12.073], [-5.017, 8.364, -8.534], [-4.046, 7.998, -9.981], [-4.880, 9.575, -9.830], [-4.954, 7.665, -12.283], [-5.822, 9.230, -12.217], [-6.674, 7.756, -12.734]],
  "atomic_forces_ev_per_a": [[0.23, 1.00, -0.40], [0.45, -0.89, 0.10], [-0.04, 0.78, 0.04], [-1.32, -1.22, 0.45], [-0.55, 0.78, -0.86], [0.71, -0.90, 0.19], [-0.25, 0.74, -0.07], [1.29, 0.86, -0.14], [-0.49, -0.28, -0.24], [0.40, 0.45, -0.55], [-0.41, 0.11, -0.26], [1.45, -0.61, -1.60], [0.11, -0.11, 0.12], [-0.41, 0.18, 1.32], [0.04, 0.39, 0.40], [-0.12, -0.23, 0.67], [-0.14, -0.53, -1.49], [0.26, 0.62, 2.48], [-0.21, 0.39, -1.34], [-0.10, -0.26, 0.13], [-0.15, -0.34, 0.05], [0.03, 0.03, -0.01], [0.75, 0.37, -0.27], [0.18, -0.10, 0.53], [0.17, -0.12, 0.17], [-0.15, 0.05, -0.12], [-0.01, 0.32, 0.05], [-0.07, -0.18, -0.15], [-0.04, -0.10, -0.07], [-0.49, -0.61, 0.29], [-0.42, -0.02, 0.13], [-0.12, 0.07, 0.19], [-0.23, 0.08, -0.16], [-0.09, -0.32, -0.42], [-0.04, -0.07, 0.12], [0.15, -0.35, 0.10], [0.17, -0.05, 0.19], [-0.20, 0.11, -0.11], [0.17, -0.14, 0.15], [-0.08, 0.09, 0.13], [-0.41, 0.19, 0.23], [-0.07, 0.08, 0.00], [0.01, 0.01, -0.06], [0.10, -0.02, -0.03], [-0.01, 0.02, -0.07], [-0.05, -0.04, -0.08], [-0.01, -0.25, 0.05], [-0.16, -0.17, 0.04], [0.17, 0.06, -0.09], [0.11, -0.08, -0.02], [-0.09, 0.07, 0.05], [-0.02, -0.01, 0.06], [-0.05, 0.00, 0.02], [0.00, 0.04, 0.08], [-0.04, 0.03, 0.00], [-0.01, 0.06, 0.02], [0.09, -0.03, 0.05], [-0.02, 0.10, -0.06], [0.26, -0.02, 0.05], [0.02, -0.10, -0.07], [-0.08, 0.02, -0.01], [-0.04, -0.04, -0.04], [-0.05, 0.00, 0.00], [0.01, -0.02, 0.09], [-0.05, 0.01, 0.02], [-0.03, 0.05, 0.01], [0.07, 0.07, -0.08], [-0.03, -0.07, 0.11], [0.01, 0.11, -0.13], [0.00, 0.19, -0.05], [-0.04, -0.04, 0.03], [-0.06, -0.02, 0.01], [-0.01, -0.02, 0.02], [-0.06, -0.04, -0.01], [0.02, -0.06, 0.02], [0.00, -0.07, -0.02], [0.02, -0.08, -0.09], [0.01, -0.07, 0.08], [0.05, 0.05, -0.02], [0.07, -0.07, -0.07], [-0.01, 0.05, 0.04], [0.00, 0.06, 0.01], [-0.01, 0.01, 0.03], [-0.06, 0.03, 0.00], [0.00, 0.01, 0.02], [-0.03, 0.01, 0.01], [0.11, -0.02, 0.00], [0.00, 0.02, 0.16], [0.10, 0.01, -0.01], [0.09, 0.07, 0.02], [-0.06, 0.02, 0.00], [-0.04, 0.04, -0.03], [-0.03, 0.00, 0.01], [-0.02, -0.04, -0.04], [-0.03, -0.02, 0.00], [-0.04, -0.04, -0.02], [0.10, -0.06, 0.12], [0.05, -0.07, -0.10], [0.01, -0.01, 0.05], [-0.03, -0.09, 0.09], [-0.05, 0.03, -0.04], [-0.06, 0.03, -0.01], [-0.02, 0.01, -0.05], [0.01, 0.06, 0.00], [0.00, 0.02, -0.03], [0.01, 0.05, -0.04], [0.04, -0.08, 0.08], [-0.09, -0.01, -0.10], [0.07, -0.05, -0.01], [0.03, -0.11, 0.03], [-0.05, 0.01, -0.01], [-0.01, 0.00, 0.05], [-0.02, 0.06, -0.02], [0.02, 0.06, 0.00], [-0.01, 0.03, 0.00], [-0.01, 0.06, 0.01], [0.13, 0.02, 0.01], [-0.06, 0.09, -0.02], [0.09, 0.01, -0.03], [0.07, 0.01, -0.09], [-0.06, -0.02, -0.01], [-0.04, -0.04, -0.03], [-0.04, 0.00, 0.00], [-0.01, -0.03, 0.05], [-0.03, 0.00, 0.02], [-0.04, -0.02, 0.05]],
  "lowdin_charge": [0.00, -0.51, 0.06, 0.05, -0.21, -0.17, -0.19, -0.10, 0.11, -0.31, 0.03, 0.11, -0.19, -0.18, 0.40, 0.18, 0.00, -0.07, 0.13, 0.09, 0.08, 0.07, 0.13, 0.09, 0.12, 0.10, 0.12, 0.12, 0.08, 0.09, 0.14, 0.13, 0.09, 0.09, 0.17, 0.15, -0.28, 0.82, -0.57, -0.25, 0.00, 0.05, 0.06, 0.05, 0.06, 0.04, -0.30, 0.81, -0.56, -0.26, 0.00, 0.06, 0.05, 0.05, 0.05, 0.06, -0.28, 0.82, -0.57, -0.27, 0.01, 0.06, 0.06, 0.06, 0.06, 0.01, -0.28, 0.80, -0.56, -0.27, 0.05, 0.05, 0.05, 0.04, 0.05, 0.05, -0.27, 0.78, -0.54, -0.27, 0.05, 0.06, 0.05, 0.06, 0.05, 0.03, -0.26, 0.79, -0.56, -0.27, 0.04, 0.06, 0.06, 0.06, 0.06, 0.05, -0.27, 0.78, -0.53, -0.26, 0.05, 0.06, 0.05, 0.06, 0.04, 0.06, -0.28, 0.83, -0.57, -0.27, 0.02, 0.06, 0.06, 0.06, 0.05, 0.05, -0.27, 0.81, -0.56, -0.27, 0.05, 0.06, 0.05, 0.06, 0.05, 0.05],
  "total_charge": 1,
  "lumo_ev": -3.19
}

Entry 2:
{
  "formula": "C26H71N5O7",
  "method": "ωB97M-V/def2-TZVPD",
  "symbols": ["C", "C", "C", "O", "C", "N", "H", "H", "H", "H", "H", "H", "H", "H", "H", "H", "H", "C", "C", "C", "O", "C", "N", "H", "H", "H", "H", "H", "H", "H", "H", "H", "H", "H", "C", "C", "C", "O", "C", "N", "H", "H", "H", "H", "H", "H", "H", "H", "H", "H", "H", "C", "C", "C", "O", "C", "N", "H", "H", "H", "H", "H", "H", "H", "H", "H", "H", "H", "C", "C", "C", "O", "C", "N", "H", "H", "H", "H", "H", "H", "H", "H", "H", "H", "H", "C", "C", "C", "O", "H", "H", "H", "H", "H", "H", "H", "H", "C", "C", "C", "O", "H", "H", "H", "H", "H", "H", "H", "H"],
  "coordinates": [[2.161, -0.280, -3.218], [2.910, 0.186, -1.977], [4.519, 0.072, -2.159], [4.779, -1.307, -2.342], [6.139, -1.710, -2.520], [2.495, 1.539, -1.766], [2.348, -1.341, -3.380], [2.504, 0.188, -4.141], [1.078, -0.315, -3.101], [2.681, -0.421, -1.101], [5.019, 0.435, -1.261], [4.843, 0.609, -3.051], [6.702, -1.459, -1.620], [6.647, -1.214, -3.347], [6.171, -2.800, -2.498], [3.106, 2.084, -1.174], [2.632, 1.942, -2.682], [0.228, -4.013, -6.343], [-0.436, -3.071, -5.379], [-0.155, -3.475, -3.847], [-1.178, -2.864, -3.047], [-0.994, -3.113, -1.631], [0.095, -1.760, -5.734], [0.147, -5.079, -6.132], [1.305, -3.857, -6.275], [-0.039, -3.850, -7.387], [-1.507, -3.081, -5.583], [0.856, -3.259, -3.502], [-0.142, -4.551, -3.678], [-0.511, -4.052, -1.361], [-1.977, -2.946, -1.191], [-0.329, -2.413, -1.124], [0.179, -1.206, -4.894], [1.070, -1.858, -5.979], [-5.213, 0.448, 0.977], [-4.923, 1.048, 2.373], [-5.215, 2.558, 2.457], [-4.059, 3.161, 1.731], [-4.068, 4.578, 1.696], [-5.635, 0.273, 3.365], [-6.274, 0.249, 0.821], [-4.652, -0.463, 0.768], [-4.930, 1.147, 0.189], [-3.890, 0.807, 2.624], [-5.241, 2.917, 3.486], [-6.136, 2.871, 1.964], [-3.289, 4.886, 0.998], [-3.864, 5.083, 2.640], [-5.044, 4.931, 1.365], [-4.989, 0.137, 4.130], [-5.779, -0.671, 3.037], [-2.200, 2.340, 5.315], [-1.647, 1.474, 6.463], [-0.079, 1.276, 6.185], [0.082, 0.478, 4.995], [1.405, 0.247, 4.634], [-1.976, 2.144, 7.727], [-3.269, 2.542, 5.378], [-2.037, 1.868, 4.346], [-1.742, 3.325, 5.407], [-2.005, 0.460, 6.284], [0.329, 0.777, 7.063], [0.337, 2.274, 6.043], [2.111, 1.035, 4.374], [1.445, -0.453, 3.799], [1.901, -0.331, 5.414], [-1.620, 1.569, 8.478], [-2.978, 2.116, 7.847], [4.186, -5.521, -1.122], [3.372, -4.322, -0.620], [4.114, -3.385, 0.338], [3.143, -2.525, 1.007], [3.753, -1.461, 1.713], [3.052, -3.588, -1.814], [5.109, -5.215, -1.614], [3.580, -6.112, -1.809], [4.390, -6.148, -0.254], [2.429, -4.617, -0.161], [4.912, -2.887, -0.214], [4.434, -4.062, 1.130], [4.327, -1.775, 2.585], [3.012, -0.730, 2.036], [4.402, -0.905, 1.036], [3.792, -2.986, -2.148], [2.273, -2.949, -1.739], [-2.232, 5.555, -2.616], [-2.026, 4.146, -1.933], [-3.303, 3.333, -1.878], [-1.113, 3.353, -2.771], [-1.244, 5.997, -2.747], [-2.714, 6.184, -1.868], [-2.807, 5.549, -3.542], [-1.642, 4.166, -0.913], [-3.783, 3.218, -2.850], [-4.053, 3.707, -1.181], [-3.117, 2.314, -1.539], [-0.872, 2.591, -2.238], [-1.272, 1.693, 1.112], [-0.001, 1.126, 0.484], [0.156, -0.330, 0.789], [-0.008, 1.393, -0.904], [-2.134, 1.174, 0.694], [-1.367, 2.765, 0.939], [-1.277, 1.587, 2.197], [0.843, 1.658, 0.922], [-0.114, -0.568, 1.818], [1.171, -0.726, 0.768], [-0.486, -0.900, 0.117], [0.916, 1.341, -1.159]],
  "atomic_forces_ev_per_a": [[0.28, -1.88, 0.21], [2.21, -0.61, -0.45], [-1.92, -0.79, -0.13], [0.40, -0.59, -0.39], [-0.33, 0.66, 1.40], [0.29, 0.86, -0.33], [0.48, -0.19, -0.04], [-0.24, 0.45, 0.12], [-0.11, 0.88, 0.09], [-0.17, -0.18, -0.02], [0.09, 0.26, 0.13], [0.05, 0.42, -0.05], [0.20, 0.39, 0.20], [-0.21, -0.28, -0.39], [-0.14, -0.05, -0.77], [0.29, -0.12, 0.54], [-0.41, 0.75, -0.19], [0.95, -1.07, -0.18], [0.76, -0.51, 1.18], [-0.87, 0.15, -1.07], [1.11, -0.60, 0.80], [-0.07, 0.86, -0.48], [0.02, 0.62, 0.54], [-0.57, -0.03, 0.14], [0.24, 0.12, -0.08], [-0.21, 0.18, 0.10], [-0.15, 0.04, 0.50], [0.21, 0.91, -0.23], [-0.66, -0.48, -0.33], [-0.59, -0.64, -0.48], [0.06, -0.48, 0.13], [0.16, 0.57, -0.53], [-0.57, 0.44, 0.17], [0.20, -0.22, -0.33], [0.21, 0.83, -0.18], [0.06, -0.85, -0.92], [2.20, 0.13, -1.02], [-1.22, -0.17, 1.13], [-0.23, -0.38, -0.24], [-0.83, -0.29, 1.02], [-0.16, -0.04, 0.27], [0.00, -0.10, 0.32], [0.13, 0.13, 0.03], [0.53, 1.11, -0.65], [0.12, -0.05, 0.16], [-0.19, -0.21, -0.13], [-0.12, -0.03, -0.11], [0.10, -0.33, 0.45], [-0.11, 0.21, -0.29], [-0.22, 0.11, 0.49], [-0.24, -0.05, -0.29], [-0.02, -0.04, 0.38], [1.01, 0.30, -2.19], [-1.75, 0.26, -0.06], [-0.84, 1.27, 0.75], [1.21, -1.69, 0.12], [0.70, -0.90, -0.28], [-0.24, -0.28, 0.29], [0.29, 0.22, 0.03], [0.24, 0.01, -0.39], [-0.52, -0.28, 0.63], [0.47, -0.09, 0.01], [0.40, -0.01, 0.08], [-0.67, 0.88, 0.09], [-0.49, 0.17, -0.25], [0.21, 0.01, 0.48], [0.17, 0.01, 0.37], [-0.23, 0.16, -0.11], [-0.44, -0.13, 1.34], [0.29, 1.21, -1.09], [-1.51, -1.46, 1.41], [0.55, -0.16, -0.94], [0.17, 0.29, -0.55], [-1.30, 0.42, -1.60], [-0.01, 0.02, 0.06], [0.04, 0.20, -0.09], [0.48, -0.26, -0.06], [0.09, -0.28, 0.17], [0.02, 0.37, 0.42], [1.06, 0.24, 0.24], [0.10, -0.25, 0.08], [-0.32, -0.26, 0.03], [0.39, 0.09, 0.01], [0.34, -0.09, 0.16], [-0.20, -0.05, 0.50], [0.85, -1.02, 1.73], [-0.23, -0.88, -2.15], [-0.83, -0.32, 0.21], [-0.59, 1.56, 0.36], [-0.01, -0.03, -0.37], [-0.36, 0.13, -0.12], [0.13, -0.29, 0.11], [0.35, 0.65, -0.02], [0.14, 0.26, -0.19], [-0.04, 0.37, 0.08], [0.36, -0.03, 0.09], [0.31, -0.43, 0.36], [0.22, -0.03, -0.18], [-0.25, 0.94, 0.76], [0.01, -0.99, 0.43], [-1.46, -0.32, 0.51], [-0.19, 0.10, 0.04], [-0.04, -0.03, -0.29], [0.08, -0.29, 0.02], [0.24, 0.19, 0.15], [-0.46, 0.18, 0.15], [0.17, 0.18, -0.69], [0.03, -0.08, 0.09], [1.04, 0.42, -0.91]],
  "lowdin_charge": [-0.06, -0.40, -0.24, -0.29, -0.20, 0.03, 0.05, 0.09, 0.08, 0.12, 0.05, 0.10, 0.04, 0.07, 0.07, 0.05, 0.08, -0.10, -0.40, -0.17, -0.19, -0.09, 0.04, 0.07, 0.07, 0.08, 0.13, 0.09, 0.11, 0.08, 0.09, 0.05, 0.04, 0.06, -0.05, -0.44, -0.13, -0.23, -0.12, 0.02, 0.08, 0.08, 0.06, 0.12, 0.11, 0.12, 0.07, 0.08, 0.08, 0.06, 0.06, -0.07, -0.42, -0.17, -0.19, -0.16, 0.03, 0.06, 0.06, 0.08, 0.12, 0.11, 0.12, 0.07, 0.07, 0.08, 0.06, 0.07, -0.08, -0.43, -0.18, -0.21, -0.20, 0.04, 0.07, 0.07, 0.07, 0.14, 0.11, 0.11, 0.06, 0.05, 0.04, 0.04, 0.05, -0.04, -0.43, -0.08, -0.08, 0.07, 0.06, 0.07, 0.11, 0.08, 0.06, 0.07, 0.03, -0.04, -0.49, -0.04, -0.08, 0.08, 0.07, 0.06, 0.12, 0.08, 0.05, 0.06, 0.00],
  "total_charge": -1,
  "multiplicity": 2,
  "lumo_ev": [2.24, 2.22],
  "s2": 0.750
}

no.,strongest force on any atom (Eh/bohr)
1,0.0501
2,0.0491